Entry 1:
DFT (the ωB97M-V functional and the def2-TZVPD basis) results for C7H12N5OS as an isolated structure.

- Frontier orbital gap: 8.33 eV
- HOMO: -11.756 eV
- F_max: 0.085 Eh/bohr
- Energy relative to the best compared isomer or geometry (same formula, charge and spin): 0.064 eV

Structure (ORCA input):
```
! wB97M-V def2-TZVPD RIJCOSX def2/J DEFGRID3
* xyz 1 1
H 1.15946 -0.07683 -2.40591
H -2.89118 -2.08977 1.80787
H 4.09585 -0.68902 -0.08096
N -0.74617 1.24221 -0.42958
N 2.32900 1.69973 0.79828
C 3.99401 0.35463 -0.40224
C -1.93278 0.64803 -0.24364
H 4.59596 1.05666 0.14273
C 2.56234 0.72584 -0.04414
S -3.47950 1.01132 -1.07694
O 0.98821 1.69639 1.09380
H 1.91728 -1.64383 -1.73899
N 1.45224 0.11107 -0.47724
C 0.37331 0.67543 0.35335
H 0.29956 -1.12794 -1.37801
H -0.59510 1.77268 -1.23534
C -3.40175 -0.79070 0.52736
H -4.39461 -2.57773 1.01577
N -4.22265 -0.13337 -0.21681
H -4.35354 -1.27648 2.27009
H 2.92084 2.01422 1.52725
C -3.82486 -1.82192 1.53708
H 4.04842 0.55564 -1.45493
N -2.12227 -0.38735 0.47942
C 1.26309 -0.78586 -1.57946
H -0.03515 -0.16307 1.21119
*
```

Mulliken atomic charge list, values in e, 5 entries: 0.395 0.325 0.346 -0.213 -0.022

---

Entry 2:
DFT (the ωB97M-V functional and the def2-TZVPD basis) results for an isolated ion of composition C7H12NO and charge +1.

- Frontier orbital gap: 10.99 eV
- HOMO: -14.187 eV
- F_max: 0.020 Eh/bohr
- Energy relative to the best compared isomer or geometry (same formula, charge and spin): 1.847 eV
- SMILES: O[C@H]1C[C@H]2C[C@@H]3C[NH2+][C@]231

Structure (ORCA input):
```
! wB97M-V def2-TZVPD RIJCOSX def2/J DEFGRID3
* xyz 1 1
C 1.93693 -0.83746 0.30378
H 0.16328 1.59854 -1.53011
C -0.11597 1.15403 -0.58088
H 0.24829 2.05285 1.41558
H 1.71456 1.90206 0.44257
H -2.95843 -1.22478 0.80639
C -0.02713 -0.34766 -0.29538
H 2.76508 -0.22299 -0.04522
H 1.37510 -1.07407 -1.77655
N 1.04224 -1.26234 -0.82547
H 2.31905 -1.68194 0.87297
H 0.76224 -2.24656 -0.76783
H -2.27153 1.44718 -1.09057
C -1.53236 -0.52505 -0.32585
H -1.88286 -0.94579 -1.27932
O -1.99628 -1.25333 0.76232
H 0.48378 -0.38824 1.95009
C 0.74707 1.45568 0.65802
C 0.79584 -0.05160 0.96837
H -1.93377 1.41984 0.65331
C -1.63512 1.03164 -0.31620
*
```

Mulliken atomic charge list, values in e, 5 entries: -0.819 0.456 0.031 0.332 0.334

---

Entry 3:
DFT (the ωB97M-V functional and the def2-TZVPD basis) results for a 2-piece molecular cluster, C7H12NO overall.

- Frontier orbital gap: 8.11 eV
- HOMO: -13.726 eV
- F_max: 0.093 Eh/bohr
- Energy relative to the best compared isomer or geometry (same formula, charge and spin): 3.742 eV

Structure (ORCA input):
```
! wB97M-V def2-TZVPD RIJCOSX def2/J DEFGRID3
* xyz 1 1
O -1.21129 -0.13326 0.84548
H 1.51514 -0.15890 0.54775
C 2.07208 0.19679 -0.28133
H 1.16189 -0.36266 -3.15710
H 1.15299 2.78386 -0.70205
C 0.47380 2.02316 -1.16573
H -0.49034 -1.61544 3.56868
H 2.57657 1.04571 0.19051
H 0.59362 -1.29219 -1.75072
C -2.21246 -1.31633 2.34020
H -2.91666 -1.95416 2.72307
H -0.34233 1.65503 -0.41694
H -0.39165 -0.00373 -2.57194
C -0.90305 -1.08368 2.67048
C 0.62330 -0.24506 -2.22061
N -0.30930 -0.43394 1.75790
H 0.18968 2.32928 -2.12348
H -3.17321 -0.77825 0.40336
C -2.37911 -0.73891 1.19822
C 1.14409 0.68740 -1.27282
H 2.82621 -0.60472 -0.58292
*
```

Mulliken atomic charge list, values in e, 5 entries: -0.086 0.356 -1.044 0.402 0.378

---

Entry 4:
DFT (the ωB97M-V functional and the def2-TZVPD basis) results for an isolated ion of composition C7H12NO and charge +1.

- Frontier orbital gap: 8.87 eV
- HOMO: -13.937 eV
- F_max: 0.124 Eh/bohr
- Energy relative to the best compared isomer or geometry (same formula, charge and spin): 3.966 eV

Structure (ORCA input):
```
! wB97M-V def2-TZVPD RIJCOSX def2/J DEFGRID3
* xyz 1 1
H -1.85046 -3.68800 0.90783
H 0.90003 4.02419 -0.62738
H -0.96785 0.78228 0.36514
H -0.40526 3.53300 -1.62788
C 0.73156 1.83049 -0.65452
C 0.63054 -0.55728 -0.26132
C -0.56262 -2.08004 0.57339
H -0.75537 -3.77489 -0.55318
O -0.03218 -1.97667 1.74637
H -0.84114 0.41253 -1.46434
H -2.26574 -2.75369 -0.52024
C -0.28362 0.55586 -0.51509
H 1.22136 1.64080 -1.57512
H 0.97303 -1.10918 -1.07145
C -1.39449 -3.09163 0.01473
C 0.06148 3.21312 -0.71594
C 1.09734 -0.98508 1.86560
H 1.42806 1.90857 0.18220
H -0.51433 3.37849 0.19415
H 1.43718 -0.87747 2.89764
N 1.39249 -0.38540 0.83940
*
```

Mulliken atomic charge list, values in e, 5 entries: 0.344 0.319 0.287 0.358 -0.477

---

Entry 5:
DFT (the ωB97M-V functional and the def2-TZVPD basis) results for an isolated ion of composition C7H12NO2 and charge +1.

- Frontier orbital gap: 11.80 eV
- HOMO: -14.938 eV
- F_max: 0.106 Eh/bohr
- Energy relative to the best compared isomer or geometry (same formula, charge and spin): 4.386 eV
- SMILES: C[C@H]1C[C@]2(CO2)[NH2+][C@@]12CO2

Structure (ORCA input):
```
! wB97M-V def2-TZVPD RIJCOSX def2/J DEFGRID3
* xyz 1 1
H 0.43036 1.17621 -1.61058
H 0.77024 -0.41994 2.15458
C -0.78470 -1.91513 -0.64475
C 0.79882 -0.70791 1.07491
H 2.93225 1.74031 -0.06721
H 0.04367 -1.88629 -1.26904
O -1.69717 1.43827 0.92115
C -0.73526 -0.84013 0.48330
H -1.31302 -1.25932 1.31612
C -2.44626 1.07757 -0.22033
H -0.92714 -2.87588 -0.28141
C 2.74692 0.74268 0.20718
H 3.47766 0.31146 0.78000
C -1.08542 0.57176 0.14109
O 2.25014 -0.05459 -0.90148
N 0.29103 1.24430 -0.55173
C 1.39400 0.26025 0.09160
H -2.70783 1.82161 -1.06247
H -3.35393 0.53318 0.05620
H 1.13485 -1.63392 0.92281
H 0.48922 2.32212 -0.31448
H -1.70842 -1.64661 -1.22545
*
```

Mulliken atomic charge list, values in e, 5 entries: 0.422 0.359 -1.406 -1.155 0.240

---

Entry 6:
DFT (the ωB97M-V functional and the def2-TZVPD basis) results for C7H12NO3 as an isolated structure.

- Frontier orbital gap (alpha / beta): 8.87 / 8.26 eV
- HOMO (alpha / beta): -8.995 / -10.135 eV
- F_max: 0.059 Eh/bohr
- Energy relative to the best compared isomer or geometry (same formula, charge and spin): 0.000 eV
- Expectation value of S²: 0.7673

Structure (ORCA input):
```
! wB97M-V def2-TZVPD RIJCOSX def2/J DEFGRID3
* xyz 0 2
N 2.44260 -1.75803 -0.30592
H -0.32668 -2.14264 -0.22954
H 0.33530 -0.09457 -1.45287
H -2.09371 -0.86586 -1.61326
C 0.19307 -0.06264 -0.36261
H -0.52456 0.70880 2.09149
O 2.48689 -2.71828 0.44380
H 0.47390 2.08091 -1.86600
O 2.76239 -1.79959 -1.48170
O -0.39175 3.50370 -0.71599
H -2.72815 -1.96445 -0.36460
C -0.14682 1.27758 0.05989
H 2.58214 0.31981 -0.17170
H -0.14019 2.42883 1.87680
C -2.15061 -1.04545 -0.53035
H 1.94105 -0.53252 1.31308
H -0.81500 -1.19318 1.17133
C -0.00326 2.35490 -0.90011
C -0.66531 1.57424 1.42636
C -0.75392 -1.17520 0.07297
H -2.70384 -0.20991 -0.07792
C 1.96390 -0.49020 0.22343
H -1.73745 1.80373 1.39341
*
```

Mulliken atomic charge list, values in e, 5 entries: 0.973 0.412 0.527 0.317 -0.067